This record from the OMol25 dataset describes 2 unconnected molecules or ions with the total composition C4H9NO2S at a distorted geometry. The level of theory is the ωB97M-V functional and the def2-TZVPD basis.

Positions of all 17 atoms, in Å:
1 C -0.0661 -1.0750 -0.6767
2 C 1.6086 -0.1763 0.1376
3 C -1.4843 -1.0861 -0.8778
4 C 1.4411 1.3140 -0.0078
5 N -2.5939 -0.3512 1.2949
6 O -1.4541 1.3343 0.0594
7 O -3.5862 0.6107 -0.8902
8 S -2.3605 0.2789 -0.1969
9 H 2.1773 -0.6995 -0.5707
10 H 0.5598 -1.7558 -1.3163
11 H 1.5302 -0.2652 1.1714
12 H -1.8920 -1.8249 -1.4963
13 H 1.6202 1.7313 -1.0555
14 H 2.3283 1.7052 0.5420
15 H 0.4823 1.5326 0.2613
16 H -2.8136 0.3380 2.0494
17 H -3.1599 -1.2009 1.3771

For the orbital gap, the calculation gives 10.33 eV.

This record from the OMol25 dataset describes a molecular structure, C4H9NO3 at a distorted geometry. The level of theory is the ωB97M-V functional and the def2-TZVPD basis.

Positions of all 17 atoms, in Å:
1 C -0.6144 0.1538 0.7412
2 C -0.3194 -1.0356 -0.3068
3 C 0.3862 -0.0370 -1.1917
4 C 0.6379 0.7279 0.0462
5 H 0.1658 -0.3976 2.6073
6 H -1.1066 0.9434 2.6240
7 H -1.3060 0.9251 0.4825
8 H 0.2595 -1.7354 0.3153
9 H -2.2803 -2.0407 -0.3783
10 H -0.1822 0.8257 -1.6449
11 H 1.2582 -1.5352 -2.2854
12 H 1.5319 0.7419 0.5654
13 H 1.6466 2.3930 -0.3474
14 N -0.6326 0.1344 2.1490
15 O -1.4727 -1.6978 -1.0234
16 O 1.6123 -0.4771 -1.8982
17 O 0.4157 2.1112 -0.4548

For the orbital gap, the calculation gives 9.26 eV.